Computed, not measured: a 10-piece molecular cluster, C28H68O14S10 overall at a distorted geometry, with the ωB97M-V functional and the def2-TZVPD basis.

Geometry as ORCA input:
```
! RIJCOSX wB97M-V def2-TZVPD def2/J DEFGRID3
* xyz 0 1
C 1.447 5.934 -1.101
C 1.414 4.435 -0.841
C 1.534 4.165 0.686
S 1.735 5.786 1.570
O 3.196 5.832 1.666
O 0.858 5.952 2.723
C 1.109 6.720 0.169
H 0.828 6.085 -1.986
H 2.469 6.229 -1.339
H 2.286 4.063 -1.379
H 0.509 3.982 -1.247
H 2.374 3.555 1.018
H 0.595 3.855 1.145
H 1.309 7.773 0.370
H 0.048 6.597 0.387
C 1.380 -1.788 -3.269
C 0.069 -2.557 -2.901
C -0.024 -3.819 -3.790
S 1.736 -4.428 -3.952
O 2.158 -4.544 -5.366
O 1.985 -5.513 -2.966
C 2.519 -2.800 -3.395
H 1.660 -1.048 -2.519
H 1.283 -1.232 -4.202
H -0.894 -2.047 -2.938
H 0.121 -2.935 -1.880
H -0.176 -3.501 -4.821
H -0.602 -4.706 -3.532
H 3.323 -2.584 -4.099
H 3.008 -2.942 -2.431
C -1.098 -4.721 2.390
C -1.249 -5.576 1.222
C -2.595 -5.331 0.532
S -3.720 -4.724 1.858
O -4.649 -5.847 2.096
O -4.120 -3.352 1.681
C -2.451 -4.754 3.162
H -0.855 -3.689 2.138
H -0.272 -5.161 2.949
H -1.298 -6.582 1.639
H -0.388 -5.415 0.574
H -3.138 -6.204 0.169
H -2.460 -4.419 -0.049
H -2.590 -5.695 3.694
H -2.653 -3.931 3.847
C -5.583 1.358 -0.690
C -4.438 0.681 0.041
C -4.887 0.166 1.414
S -6.636 0.476 1.661
O -6.900 1.033 2.975
O -7.298 -0.716 1.125
C -6.555 1.865 0.375
H -6.037 0.516 -1.213
H -5.268 2.140 -1.382
H -3.633 1.411 0.132
H -4.030 -0.216 -0.424
H -4.434 0.846 2.135
H -4.573 -0.834 1.712
H -6.142 2.755 0.851
H -7.604 2.000 0.114
C 4.050 -0.561 -0.262
S 4.276 1.239 -0.748
O 5.739 1.427 -0.391
C 4.243 1.003 -2.603
H 4.856 -1.213 -0.599
H 3.073 -0.838 -0.659
H 4.001 -0.670 0.821
H 5.013 0.250 -2.770
H 4.520 1.937 -3.091
H 3.371 0.518 -3.043
C -2.313 5.379 1.892
S -2.495 3.619 1.395
O -1.507 3.419 0.208
C -1.748 2.709 2.852
H -2.832 6.016 1.176
H -1.298 5.772 1.845
H -2.758 5.616 2.859
H -1.973 1.643 2.828
H -2.205 3.228 3.694
H -0.703 2.949 3.046
C -1.068 1.508 -3.188
S -2.390 0.235 -3.232
O -3.718 1.038 -3.343
C -2.139 -0.600 -4.832
H -1.436 2.351 -3.773
H -0.098 1.130 -3.509
H -1.042 1.758 -2.127
H -2.734 -1.512 -4.791
H -1.061 -0.721 -4.938
H -2.586 -0.071 -5.674
C 3.321 3.543 4.762
S 3.895 1.965 3.940
O 2.633 1.465 3.226
C 5.061 2.679 2.706
H 2.727 4.172 4.099
H 4.213 4.117 5.015
H 2.725 3.359 5.656
H 5.711 3.488 3.038
H 4.562 3.002 1.792
H 5.765 1.955 2.294
C 2.524 -4.219 0.952
S 4.230 -4.825 1.180
O 5.145 -3.764 0.658
C 4.223 -6.118 -0.136
H 1.838 -5.002 1.275
H 2.455 -3.998 -0.113
H 2.511 -3.353 1.613
H 5.236 -6.390 -0.434
H 3.537 -5.854 -0.941
H 3.706 -6.952 0.338
C -1.548 -0.661 0.470
S 0.302 -0.756 0.869
O 0.905 -1.611 -0.220
C 0.740 0.946 0.411
H -1.649 -0.893 -0.590
H -2.121 0.212 0.783
H -1.944 -1.538 0.982
H 1.687 1.278 0.835
H -0.067 1.640 0.649
H 0.935 0.958 -0.661
*
```

Summary:
- lowest unoccupied orbital energy (Eh) = 0.001
- ΔE to the lowest compared entry with this formula, charge and spin (kJ/mol) = 210.8
- E (a.u.) = -6142.5430
- HOMO (eV) = -8.9
- orbital gap (eV) = 8.93